{
  "formula": "C3H3ClS",
  "method": "ωB97M-V with the def2-TZVPD basis set",
  "species": ["H", "S", "C", "H", "C", "Cl", "H", "C"],
  "xyz": [[-0.7695, 1.1498, -1.5164], [3.4473, 1.1541, 0.3287], [1.1910, -1.0912, -0.0736], [2.6050, 2.3501, 0.7275], [-0.8326, 0.3286, -0.7465], [2.5979, -2.0007, 0.1908], [-1.8324, 0.1969, -0.3087], [0.3238, -0.2276, -0.3431]],
  "forces_ev_per_angstrom": [[-0.1, -1.0, 0.8], [-1.7, 2.5, 0.8], [0.5, 1.0, -0.2], [1.7, -2.4, -0.8], [-0.9, 2.3, -1.1], [-1.6, 0.7, -0.2], [0.8, -0.3, 0.0], [1.3, -2.8, 0.7]],
  "nbo_charge": [0.21, -0.15, -0.05, 0.13, -0.38, 0.13, 0.22, -0.10],
  "gap_ev": [6.07, 8.92],
  "spin_multiplicity": 1,
  "fmax_ev_per_a": 3.21,
  "homo_ev": [-8.24, -9.77],
  "relative_energy_kcal_mol": 99.3,
  "lumo_energy_ev": [-2.173, -0.852]
}

{
  "formula": "C3H3ClS",
  "method": "ωB97M-V with the def2-TZVPD basis set",
  "species": ["Cl", "S", "C", "C", "H", "H", "H", "C"],
  "xyz": [[-1.2417, 1.9096, 3.0853], [-1.8689, -0.1286, 2.4326], [-0.0459, 0.2040, -1.1405], [0.4512, 0.8108, -0.2115], [-0.5287, -1.1765, 0.6829], [0.7115, 1.0764, 0.8512], [-0.2045, -0.2329, -2.0900], [-1.3607, -1.1701, 1.3950]],
  "forces_ev_per_angstrom": [[0.5, -0.1, -0.4], [-0.6, -1.8, -0.6], [1.4, 1.3, 0.8], [-0.6, -0.8, 1.2], [-0.4, -0.3, 0.2], [-0.3, 0.0, -2.0], [-0.4, -0.2, -0.3], [0.3, 1.9, 1.1]],
  "nbo_charge": [-0.41, 0.60, -0.27, -0.22, 0.24, 0.27, 0.24, -0.43],
  "gap_ev": 9.09,
  "spin_multiplicity": 1,
  "fmax_ev_per_a": 2.20,
  "homo_ev": -9.85,
  "relative_energy_kcal_mol": 84.4,
  "lumo_energy_ev": -0.758
}

{
  "formula": "C3H3ClS2",
  "method": "ωB97M-V with the def2-TZVPD basis set",
  "species": ["H", "H", "S", "S", "C", "C", "Cl", "H", "C"],
  "xyz": [[2.9711, 0.9794, 0.6051], [-2.8326, -0.5009, -0.3929], [2.5321, -1.3128, 0.8750], [0.6164, 0.7475, -0.4223], [2.0311, 0.2557, 0.5354], [-0.7003, -0.3392, 0.1688], [-2.3956, 1.4471, -1.3757], [-0.2869, -1.2990, 0.4150], [-1.9352, 0.0222, -0.4085]],
  "forces_ev_per_angstrom": [[-2.7, -0.8, -0.2], [-1.0, -1.5, 0.6], [-1.3, 1.8, 0.1], [0.5, 0.2, 1.6], [2.8, -1.2, -0.8], [-1.9, 2.7, -4.0], [1.1, -0.6, 0.8], [-0.7, -0.5, 0.7], [3.1, -0.1, 1.1]],
  "nbo_charge": [0.25, 0.22, 0.00, 0.34, -0.51, -0.39, -0.01, 0.27, -0.17],
  "gap_ev": 7.98,
  "spin_multiplicity": 1,
  "fmax_ev_per_a": 5.14,
  "smiles": "S=CS/C=C\\Cl",
  "homo_ev": -8.92,
  "relative_energy_kcal_mol": 41.4,
  "lumo_energy_ev": -0.932
}

{
  "formula": "C3H3CoFO3",
  "method": "ωB97M-V with the def2-TZVPD basis set",
  "species": ["O", "O", "H", "H", "F", "Co", "C", "C", "C", "O", "H"],
  "xyz": [[-1.1788, 0.9375, 0.1980], [0.1289, -1.4514, 1.1855], [0.6033, -0.6884, -1.1111], [1.7036, 0.7107, -1.3544], [-3.1625, -1.4307, 0.3477], [-1.6021, -0.8634, 0.8450], [0.9657, 0.2604, -0.6843], [1.2160, -0.8876, 1.4882], [-0.2039, 1.1956, -0.5197], [1.6600, 0.0135, 0.5682], [-0.1305, 2.2040, -0.9630]],
  "forces_ev_per_angstrom": [[0.8, 1.0, -1.2], [-0.2, -0.2, 0.0], [0.1, 0.2, 0.1], [-0.2, -0.1, 0.2], [-0.9, -0.2, -0.2], [0.5, -0.4, 0.2], [-0.2, -0.3, -0.4], [0.6, 0.0, 0.2], [-0.1, 0.0, 1.2], [-0.2, 0.5, -0.2], [-0.2, -0.3, 0.0]],
  "mulliken_spin": [0.03, 0.04, 0.00, 0.00, 0.13, 2.77, -0.01, 0.02, 0.01, 0.00, 0.00],
  "gap_ev": [7.28, 7.24],
  "s_squared": 3.76,
  "spin_multiplicity": 4,
  "fmax_ev_per_a": 1.69,
  "homo_ev": [-8.43, -8.50],
  "relative_energy_kcal_mol": 0.0,
  "lumo_energy_ev": [-1.148, -1.267]
}

{
  "formula": "C3H3CoLiO3",
  "method": "ωB97M-V with the def2-TZVPD basis set",
  "species": ["C", "O", "C", "H", "Li", "H", "O", "Co", "H", "O", "C"],
  "xyz": [[-2.0974, 0.3998, 0.1713], [-3.0726, 0.1897, -0.4762], [1.4794, 0.1207, 0.6692], [-0.5320, -0.4352, -0.9947], [-5.0149, 0.4665, -0.6271], [-5.7209, 0.2087, 0.9584], [0.2228, 0.5251, 0.7079], [3.2898, -0.2058, 0.7581], [-0.8561, -1.2644, 0.5548], [1.7540, -0.9620, 0.0834], [-0.7679, -0.2796, 0.0695]],
  "forces_ev_per_angstrom": [[-0.3, 0.3, -0.1], [0.2, 0.0, 0.3], [-3.7, -0.4, -0.8], [0.0, 0.1, 0.2], [0.4, 0.1, -0.8], [-0.4, -0.1, 0.8], [1.4, 0.5, 0.6], [3.2, 0.5, 0.8], [0.0, 0.2, -0.1], [-0.9, -0.4, -0.4], [0.0, -0.7, -0.6]],
  "mulliken_spin": [0.61, 0.15, 0.21, 0.02, 0.07, 0.99, 0.00, 2.61, 0.00, 0.15, 0.18],
  "gap_ev": [7.75, 10.12],
  "s_squared": 8.76,
  "spin_multiplicity": 6,
  "fmax_ev_per_a": 3.85,
  "charge": 2,
  "homo_ev": [-16.52, -19.51],
  "relative_energy_kcal_mol": 0.0,
  "lumo_energy_ev": [-8.769, -9.393]
}

{
  "formula": "C3H3CrO3",
  "method": "ωB97M-V with the def2-TZVPD basis set",
  "species": ["Cr", "C", "O", "C", "H", "H", "H", "O", "C", "O"],
  "xyz": [[0.8196, 1.8924, 0.0329], [1.2736, -0.1029, -0.4193], [-3.1050, 2.4621, 1.2721], [0.3766, -2.2804, -0.5071], [2.1469, -0.5098, -0.9571], [1.2594, -2.6780, -1.0126], [-0.3664, -2.9356, -0.0593], [0.4882, -1.0572, 0.0149], [-1.9929, 2.6131, 1.0299], [-0.9000, 2.5963, 0.6057]],
  "forces_ev_per_angstrom": [[1.4, -0.1, -0.3], [0.5, -0.8, 0.4], [1.9, 0.8, 0.2], [1.4, -0.3, 1.2], [-0.2, 0.4, -0.2], [-0.4, 0.2, -0.4], [-0.1, 0.4, -0.1], [-1.4, -0.1, -1.0], [-4.1, -1.2, 0.0], [1.0, 0.6, 0.2]],
  "mulliken_spin": [4.12, 0.34, 0.01, 0.54, 0.01, 0.02, 0.03, -0.11, 0.00, 0.03],
  "gap_ev": [6.71, 10.20],
  "s_squared": 8.79,
  "spin_multiplicity": 6,
  "fmax_ev_per_a": 4.24,
  "charge": 2,
  "homo_ev": [-17.97, -20.84],
  "relative_energy_kcal_mol": 84.2,
  "lumo_energy_ev": [-11.253, -10.638]
}

{
  "formula": "C3H3CuFO2",
  "method": "ωB97M-V with the def2-TZVPD basis set",
  "species": ["Cu", "F", "H", "H", "C", "O", "C", "C", "O", "H"],
  "xyz": [[-2.2714, 1.1623, -1.0393], [1.7424, 0.5223, -1.1184], [2.0078, -1.5107, -0.1730], [1.3356, -0.8750, 2.1282], [1.3197, -0.6770, -0.0112], [-0.3270, 0.1063, 1.4368], [-0.7448, 0.1571, 0.1094], [1.0692, -0.1363, 1.3566], [0.0578, -0.8878, -0.4874], [1.2836, 1.0601, 1.2042]],
  "forces_ev_per_angstrom": [[1.7, -1.1, 1.4], [0.3, -2.1, 2.6], [-0.1, 0.5, -0.2], [0.5, 1.1, 0.1], [-1.7, 1.3, -3.0], [-1.7, -0.4, -0.9], [-1.1, -0.4, -0.4], [0.3, 4.0, -0.7], [0.1, 0.1, -0.3], [1.6, -2.9, 1.4]],
  "mulliken_spin": [-0.01, 0.01, 0.00, 0.01, -0.01, 0.08, 0.87, 0.04, 0.02, -0.02],
  "gap_ev": [4.88, 8.44],
  "s_squared": 0.76,
  "spin_multiplicity": 2,
  "fmax_ev_per_a": 4.02,
  "homo_ev": [-6.28, -9.81],
  "relative_energy_kcal_mol": 33.1,
  "lumo_energy_ev": [-1.397, -1.363]
}

{
  "formula": "C3H3CuO3",
  "method": "ωB97M-V with the def2-TZVPD basis set",
  "species": ["C", "O", "H", "O", "C", "Cu", "H", "O", "C", "H"],
  "xyz": [[-0.3977, -0.9382, 1.1667], [0.4502, -0.4957, 1.8953], [-0.7668, -2.5311, 2.1573], [-0.8469, -0.4106, 0.0439], [1.7401, 3.6269, -1.6764], [-2.7901, -1.3904, -0.6557], [2.1952, 1.4758, -2.1544], [-1.0958, -2.0577, 1.3826], [1.7380, 2.3907, -1.7875], [-0.2264, 0.3304, -0.3716]],
  "forces_ev_per_angstrom": [[1.0, 0.5, 1.1], [-0.3, -0.3, -0.4], [0.1, 0.4, 0.1], [1.3, 2.0, -2.1], [-0.4, 0.1, 0.2], [-0.1, 0.0, -0.1], [-0.4, 0.2, 0.3], [-0.4, -0.6, -0.1], [0.6, -0.6, -0.4], [-1.4, -1.6, 1.4]],
  "mulliken_spin": [0.11, -0.01, 0.01, -0.11, 0.00, 1.03, 0.00, -0.05, 0.00, 0.01],
  "gap_ev": [6.21, 5.66],
  "s_squared": 0.75,
  "spin_multiplicity": 2,
  "fmax_ev_per_a": 3.15,
  "charge": -1,
  "homo_ev": [-3.73, -3.74],
  "relative_energy_kcal_mol": 93.4,
  "lumo_energy_ev": [2.485, 1.917]
}

{
  "formula": "C3H3F",
  "method": "ωB97M-V with the def2-TZVPD basis set",
  "species": ["C", "C", "H", "H", "F", "C", "H"],
  "xyz": [[-0.4761, 0.5854, -0.1276], [-0.2585, -0.9023, 0.2625], [-0.9684, 1.2828, 0.5874], [-0.8835, -1.7916, 0.2395], [2.5877, 0.1956, -0.0030], [0.7448, -0.0776, 0.1691], [-0.7460, 0.7078, -1.1280]],
  "forces_ev_per_angstrom": [[-0.5, 1.7, 1.4], [2.1, 0.2, 0.0], [0.5, -0.5, -0.5], [0.6, 0.3, 0.2], [-4.9, -0.9, 0.5], [2.8, -1.4, -0.1], [-0.5, 0.6, -1.6]],
  "nbo_charge": [-0.38, -0.23, 0.19, 0.26, -0.44, 0.42, 0.19],
  "gap_ev": 9.88,
  "spin_multiplicity": 1,
  "fmax_ev_per_a": 5.04,
  "homo_ev": -10.63,
  "relative_energy_kcal_mol": 72.2,
  "lumo_energy_ev": -0.749
}

{
  "formula": "C3H3F",
  "method": "ωB97M-V with the def2-TZVPD basis set",
  "species": ["F", "H", "H", "H", "C", "C", "C"],
  "xyz": [[-0.2562, 1.5663, -0.8204], [0.8859, -1.9432, -0.9242], [-1.8822, 0.8838, -0.0483], [0.6410, 0.5446, 1.5271], [0.7757, -0.4007, 0.9815], [-1.0923, 0.5907, -0.8548], [0.9282, -1.2416, 0.1391]],
  "forces_ev_per_angstrom": [[0.6, 1.0, 0.0], [0.3, 2.4, 4.2], [0.8, -0.3, -0.5], [0.3, -1.3, -0.2], [0.0, 1.3, 0.3], [-1.5, -0.6, 0.2], [-0.5, -2.4, -4.1]],
  "nbo_charge": [-0.33, 0.30, 0.03, 0.25, -0.30, 0.27, -0.23],
  "gap_ev": 9.26,
  "spin_multiplicity": 1,
  "fmax_ev_per_a": 4.81,
  "homo_ev": -9.17,
  "relative_energy_kcal_mol": 99.2,
  "lumo_energy_ev": 0.091
}